No. 1
Formula: C18H25ClFN3O2S
Source: the Open Molecules 2025 dataset
Level of theory: ωB97M-V with the def2-TZVPD basis set

- Gap between HOMO and LUMO: 9.3 eV
- Total energy: -53706.5826 eV
- E_HOMO: -9.25 eV
- SMILES: CC[C@@H](F)[C@@]1(CCCCNC(C)=O)[C@H](c2cccnc2)C(=O)N[C@@]1(S)Cl

The geometry in ORCA input format:
```
! wB97M-V def2-TZVPD RIJCOSX def2/J DEFGRID3
* xyz 0 1
C 0.233 -3.875 1.466
C 0.796 -2.369 1.333
C -0.299 -1.356 1.889
F -0.147 -1.319 3.323
C -0.325 0.089 1.207
C -1.180 0.090 -0.150
C -0.658 -0.942 -1.268
C 0.743 -0.463 -1.919
C 0.849 -1.164 -3.357
N 1.942 -2.191 -3.434
C 3.168 -1.586 -4.015
C 4.405 -1.425 -3.012
O 3.227 -1.266 -5.221
C -1.318 0.874 2.248
C -2.304 1.990 1.652
C -1.810 3.420 1.424
C -2.934 4.308 0.895
C -4.293 3.718 0.627
N -4.796 2.412 0.814
C -3.738 1.642 1.344
C -0.473 1.730 3.318
O -0.853 2.106 4.436
N 0.786 1.912 2.609
C 0.924 1.075 1.360
S 1.177 2.421 0.057
Cl 2.627 0.402 1.545
H 0.903 -4.648 0.966
H 0.271 -4.116 2.592
H -0.869 -3.968 1.176
H 1.216 -2.123 0.309
H 1.687 -2.316 2.061
H -1.326 -1.832 1.676
H -1.206 1.115 -0.671
H -2.237 -0.268 0.133
H -1.420 -0.873 -2.130
H -0.658 -2.030 -0.940
H 1.639 -0.630 -1.241
H 0.639 0.665 -2.121
H -0.141 -1.641 -3.690
H 1.082 -0.361 -4.142
H 1.602 -2.882 -4.129
H 4.992 -0.480 -3.253
H 5.075 -2.345 -3.089
H 3.969 -1.362 -1.965
H -2.074 0.114 2.665
H -0.776 3.826 1.626
H -2.744 5.412 0.703
H -5.069 4.448 0.196
H -4.034 0.556 1.579
H 1.178 2.856 2.552
H 2.554 2.652 -0.035
*
```

No. 2
Formula: C18H25CuN2O8PTe2
Source: the Open Molecules 2025 dataset
Level of theory: ωB97M-V with the def2-TZVPD basis set

- Gap between HOMO and LUMO (alpha / beta): 7.3 / 5.5 eV
- Total energy: -106949.9896 eV
- E_HOMO (alpha / beta): -7.09 / -7.07 eV
- Expectation value of S²: 0.7554

The geometry in ORCA input format:
```
! wB97M-V def2-TZVPD RIJCOSX def2/J DEFGRID3
* xyz 0 2
Cu -0.003 0.558 -0.126
C 3.364 3.000 -0.124
C 3.267 1.524 -0.140
N 2.161 0.830 -0.304
C 2.489 -0.492 -0.239
C 3.851 -0.606 -0.044
N 4.311 0.685 0.016
C 4.801 -1.741 0.118
O 4.321 -2.948 -0.050
O 5.957 -1.502 0.388
C 1.422 -1.508 -0.391
O 1.747 -2.699 -0.422
O 0.232 -1.101 -0.507
H 2.370 3.417 0.027
H 3.761 3.372 -1.070
H 4.023 3.325 0.679
H 5.286 0.914 0.143
H 3.326 -2.971 -0.240
O -1.750 -0.084 1.433
H -1.339 0.131 2.280
H -2.326 0.663 1.211
C -1.975 6.136 -0.034
C -0.986 5.298 -0.826
O -0.425 4.282 -0.012
P -0.896 2.756 -0.179
O -0.140 2.043 0.877
Te -0.652 1.889 -2.366
O -2.455 2.733 0.313
C -3.557 2.726 -0.582
C -4.273 1.385 -0.552
H -2.467 6.844 -0.696
H -1.456 6.677 0.754
H -2.720 5.490 0.427
H -0.160 5.923 -1.180
H -1.473 4.841 -1.700
H -3.200 2.932 -1.603
H -4.230 3.534 -0.275
H -3.596 0.588 -0.868
H -5.120 1.419 -1.231
H -4.639 1.170 0.450
C -3.800 -3.588 -0.294
Te -2.083 -2.291 -0.680
C -1.238 -3.327 0.989
C -2.214 -4.340 1.476
C -1.894 -5.139 2.567
C -2.785 -6.091 3.023
C -4.005 -6.254 2.387
C -4.333 -5.453 1.309
C -3.446 -4.487 0.847
H -4.067 -4.173 -1.174
H -4.681 -2.999 -0.032
H -0.991 -2.605 1.766
H -0.306 -3.791 0.666
H -0.942 -5.005 3.060
H -2.530 -6.704 3.876
H -4.704 -6.999 2.738
H -5.292 -5.571 0.826
*
```

No. 3
Formula: C18H25FIN3PS
Source: the Open Molecules 2025 dataset
Level of theory: ωB97M-V with the def2-TZVPD basis set

- Gap between HOMO and LUMO: 4.4 eV
- Total energy: -54480.4979 eV
- E_HOMO: -2.25 eV

The geometry in ORCA input format:
```
! wB97M-V def2-TZVPD RIJCOSX def2/J DEFGRID3
* xyz -1 1
C 1.205 -3.906 0.738
C 1.764 -3.274 -0.334
C 2.631 -1.978 -0.227
C 2.043 -0.690 -0.944
C 3.228 0.251 -1.259
N 4.110 0.973 -1.405
P 1.329 -1.193 -2.663
S 2.809 -1.399 -3.955
C 0.836 0.029 -0.150
C -0.452 -0.815 -0.513
N -1.373 -1.384 -0.897
C 0.961 -0.065 1.424
C 2.310 0.497 2.031
C 2.220 2.007 2.536
F 2.151 1.988 3.971
C 0.650 1.522 -0.634
C -0.848 2.064 -0.650
C -1.510 2.258 0.779
C -2.499 1.119 1.232
N -3.566 0.793 0.264
C -4.124 1.508 -0.791
C -5.150 0.607 -1.365
C -5.166 -0.661 -0.557
C -4.146 -0.473 0.475
H 1.159 -3.332 1.704
H 0.826 -4.958 0.700
H 1.585 -3.748 -1.340
H 3.608 -2.213 -0.756
H 2.894 -1.842 0.855
H 0.466 -0.122 -3.079
H 0.547 -2.375 -2.599
H 0.116 0.411 1.990
H 0.922 -1.164 1.697
H 2.503 -0.100 2.976
H 3.219 0.354 1.392
H 1.343 2.563 2.122
H 3.186 2.518 2.259
H 1.227 2.243 0.022
H 1.041 1.709 -1.680
H -0.771 3.108 -1.091
H -1.510 1.507 -1.380
H -0.735 2.371 1.581
H -2.082 3.237 0.759
H -3.017 1.498 2.171
H -1.990 0.165 1.551
H -3.807 2.522 -1.110
H -5.797 0.817 -2.256
H -5.778 -1.581 -0.673
H -3.807 -1.131 1.307
I 5.240 -2.235 -4.226
*
```